125
Properties=species:S:1:pos:R:3:forces:R:3 method="wB97M-V/def2-TZVPD" homo_ha=-0.181 e_tot_ha=-63394.04505 total_charge=-1 orbital_gap_ev=6.338 multiplicity=1
C 3.1105 1.0205 1.2439 0.220 -0.150 -0.118
C 2.6945 2.1994 2.0573 -0.060 -0.254 -0.046
N 3.0161 2.2312 3.2820 0.075 0.116 0.268
C 1.9212 3.2799 1.3510 -0.065 0.225 -0.209
C 0.5700 3.5609 1.9796 -0.209 -0.035 0.473
C -0.2849 4.6380 1.2318 0.440 -0.455 -0.093
O -1.5125 4.0354 0.9846 -0.477 0.308 0.277
B -1.6326 3.0349 2.0550 0.602 -0.923 0.209
C -2.6549 1.8285 1.7244 -0.387 0.091 -0.094
C -2.5427 1.0490 0.5734 -0.297 -0.157 0.438
C -3.4458 0.0190 0.3544 0.350 -0.103 -0.395
N -4.4692 -0.3097 1.1467 -0.058 0.103 0.027
C -4.5846 0.4307 2.2528 0.359 0.103 -0.186
C -3.7101 1.4595 2.5625 -0.032 0.273 0.172
O -0.2379 2.4339 2.0579 0.035 0.027 -0.283
H 3.5048 0.2446 1.8894 -0.047 -0.139 0.083
H 2.2903 0.6463 0.6368 -0.217 -0.061 0.011
H 3.9080 1.3102 0.5599 0.023 0.060 -0.133
H 2.6573 3.0864 3.7093 -0.004 0.031 0.051
H 1.7815 3.0348 0.2966 -0.015 -0.157 -0.069
H 2.5014 4.2058 1.3979 0.099 0.130 -0.044
H 0.7512 3.9173 3.0102 0.069 0.183 -0.002
H -0.3382 5.5129 1.8890 -0.242 0.275 -0.115
H 0.1524 4.9190 0.2699 0.185 0.219 -0.030
H -1.8004 3.5128 3.1898 -0.304 0.212 -0.087
H -1.7348 1.2147 -0.1247 -0.094 -0.062 0.126
H -3.3050 -0.5928 -0.5285 -0.170 -0.139 -0.141
H -5.3970 0.1918 2.9270 -0.146 -0.117 0.044
H -3.8540 2.0039 3.4868 -0.009 0.072 0.085
Br 7.0906 0.5960 0.0665 -0.014 -0.005 -0.099
C 7.1059 2.0445 -1.2296 0.201 -0.084 0.050
C 7.0429 3.3854 -0.5490 -0.208 0.146 -0.058
Br 5.2576 3.7453 0.1255 0.106 0.130 -0.003
H 6.2657 1.8741 -1.8950 -0.069 0.056 0.001
H 8.0369 1.9375 -1.7822 0.026 0.022 0.025
H 7.2629 4.1804 -1.2583 0.003 -0.027 -0.039
H 7.7202 3.4552 0.2963 0.043 -0.057 -0.007
Br -0.2073 5.8400 -2.6509 0.034 -0.014 0.002
C 1.1668 4.4632 -2.5200 0.024 0.140 -0.111
C 0.7158 3.1636 -3.1251 -0.040 -0.253 0.118
Br -0.5374 2.2216 -1.9799 0.163 0.255 -0.274
H 1.4143 4.3705 -1.4669 -0.026 -0.006 0.003
H 2.0239 4.8583 -3.0627 0.013 -0.028 -0.005
H 1.5638 2.4944 -3.2431 0.093 0.025 0.010
H 0.2265 3.3005 -4.0838 0.030 0.005 -0.025
Br 12.4201 -1.0637 1.1486 0.065 0.015 0.025
C 11.3464 -0.6508 2.7188 -0.004 -0.115 -0.029
C 10.1626 0.2114 2.3796 -0.039 0.120 0.049
Br 10.6807 2.0594 2.0584 -0.003 -0.016 -0.071
H 12.0158 -0.1856 3.4354 0.002 0.000 0.012
H 11.0173 -1.6131 3.1038 -0.029 0.005 -0.013
H 9.4681 0.2461 3.2158 0.002 -0.020 0.014
H 9.6375 -0.1214 1.4904 -0.004 -0.015 0.001
Br -5.3746 -1.6871 -2.7211 0.154 0.020 -0.116
C -6.6865 -1.3185 -1.3399 -0.068 -0.006 0.067
C -7.8385 -0.5092 -1.8694 -0.010 0.137 0.068
Br -7.3624 1.3604 -2.1225 -0.003 -0.039 -0.057
H -6.1526 -0.8298 -0.5246 0.033 -0.018 -0.007
H -7.0354 -2.2933 -1.0097 -0.050 -0.005 -0.074
H -8.6537 -0.5081 -1.1491 0.021 -0.031 0.035
H -8.1986 -0.8716 -2.8275 -0.006 -0.039 0.001
Br -9.0985 -3.8247 -4.7296 0.021 0.048 0.051
C -7.2952 -4.5254 -4.4789 -0.130 0.004 -0.072
C -7.3183 -5.9111 -3.8973 0.047 -0.078 0.108
Br -7.7434 -5.8979 -1.9985 -0.062 0.050 0.000
H -6.7770 -3.8089 -3.8507 0.051 0.007 0.015
H -6.8479 -4.5352 -5.4699 -0.006 -0.025 -0.009
H -6.3337 -6.3677 -3.9662 0.029 0.051 -0.012
H -8.0521 -6.5542 -4.3742 -0.010 -0.010 -0.001
Br -10.5877 -8.2210 -3.8061 -0.044 -0.050 -0.049
C -11.7600 -6.6701 -3.8631 0.195 0.046 -0.043
C -12.1032 -6.1838 -2.4819 -0.153 0.008 0.042
Br -13.4112 -7.3330 -1.6109 0.055 -0.009 0.017
H -12.6334 -6.9573 -4.4388 -0.041 -0.007 0.037
H -11.2014 -5.9051 -4.3987 0.011 0.007 0.042
H -12.5648 -5.2006 -2.5305 0.008 0.010 -0.029
H -11.2354 -6.1459 -1.8316 0.044 0.013 -0.028
Br 2.5636 -2.0105 3.7522 0.038 -0.014 -0.064
C 3.7809 -3.4109 3.1825 -0.199 0.095 0.177
C 5.2127 -3.0642 3.4935 0.146 -0.049 -0.134
Br 5.9038 -1.7222 2.2664 -0.024 -0.043 0.109
H 3.6146 -3.5604 2.1206 0.043 -0.022 -0.023
H 3.4833 -4.3042 3.7276 0.051 -0.026 0.000
H 5.8538 -3.9347 3.3698 -0.023 -0.017 -0.013
H 5.3318 -2.6627 4.4942 -0.041 0.011 0.021
Br 2.8188 -0.1723 -3.3225 -0.006 0.081 -0.014
C 3.3889 0.2367 -5.1342 -0.027 -0.148 0.175
C 4.6511 1.0582 -5.1508 -0.039 0.125 -0.146
Br 4.3138 2.9150 -4.6787 0.076 -0.009 0.103
H 2.5585 0.7405 -5.6202 0.014 0.032 -0.021
H 3.5602 -0.7260 -5.6108 0.036 0.017 -0.034
H 5.0745 1.0878 -6.1524 -0.024 -0.016 -0.013
H 5.3937 0.6869 -4.4526 -0.002 -0.041 0.024
Br -4.2191 0.6864 6.3354 0.031 0.010 0.056
C -5.3159 2.0434 7.1879 -0.039 -0.209 -0.071
C -5.8001 3.0650 6.1925 0.074 0.239 0.043
Br -4.3856 4.2883 5.6707 -0.017 -0.068 -0.042
H -4.7155 2.4855 7.9760 -0.002 0.054 -0.004
H -6.1575 1.5107 7.6259 -0.027 0.025 -0.014
H -6.5804 3.6826 6.6325 -0.018 -0.034 0.027
H -6.1685 2.6073 5.2796 -0.008 -0.041 0.001
Br 1.3138 3.0592 -7.6032 -0.059 -0.017 -0.004
C 0.0178 4.4894 -7.8711 0.158 0.041 -0.019
C -0.5406 4.9944 -6.5677 -0.198 -0.060 0.062
Br -1.8468 3.7704 -5.8178 0.009 -0.023 -0.036
H -0.7524 4.0970 -8.5263 -0.022 -0.022 0.011
H 0.5664 5.2762 -8.3840 0.002 0.024 0.033
H -1.0754 5.9289 -6.7207 0.040 0.023 -0.042
H 0.2259 5.1408 -5.8121 0.009 0.030 0.006
Br -10.6605 -3.6237 2.1857 0.026 0.002 -0.067
C -9.3230 -5.0027 1.8752 -0.128 -0.025 0.134
C -7.9988 -4.6597 2.5055 0.153 0.040 -0.196
Br -7.0491 -3.2976 1.5007 0.018 0.005 0.204
H -9.2471 -5.1234 0.7991 0.037 0.004 -0.015
H -9.7339 -5.9085 2.3157 0.016 -0.005 0.013
H -7.3486 -5.5320 2.5024 -0.029 -0.031 -0.004
H -8.1002 -4.2890 3.5201 -0.064 -0.015 0.018
Br 13.6033 -3.0787 4.6892 0.001 0.033 -0.047
C 15.2467 -2.5248 3.8086 -0.012 -0.151 0.083
C 15.8982 -1.3681 4.5201 -0.039 0.100 -0.135
Br 14.9464 0.2875 4.1746 -0.003 0.089 0.075
H 14.9824 -2.2844 2.7834 -0.010 0.037 -0.007
H 15.8957 -3.3974 3.8257 0.018 0.007 0.024
H 16.9078 -1.2125 4.1469 -0.002 -0.028 -0.031
H 15.9244 -1.5004 5.5964 -0.009 -0.043 0.012



25
Properties=species:S:1:pos:R:3:forces:R:3 method="wB97M-V/def2-TZVPD" homo_ha=-0.402 e_tot_ha=-874.32412 total_charge=+1 orbital_gap_ev=6.264 multiplicity=1
C -1.6461 0.1659 -0.2195 -0.138 -0.097 -1.471
C -0.8636 1.7971 1.5409 5.103 -0.283 -3.095
C 0.8855 0.4106 -0.9784 -0.206 0.369 0.536
C -1.0649 2.4181 2.8249 0.019 3.194 -0.694
C 0.5012 -3.1712 -0.3056 -2.613 1.118 -2.436
C 1.7193 -0.6939 -0.3846 -2.820 -1.279 1.483
N -1.6805 1.0087 0.9207 0.744 2.303 3.272
N -0.5716 0.0515 -1.0301 1.225 1.934 2.982
N 1.2169 0.4933 -2.4659 -0.115 0.283 -0.273
O -2.7301 -0.3403 -0.3763 0.037 -0.683 -0.599
S 1.7481 -2.3135 -1.3054 -1.024 0.061 0.643
H 0.1777 1.9648 0.9820 -2.155 -0.654 1.004
H -2.1374 2.3796 2.9035 -0.488 0.497 1.413
H -0.5873 3.5272 2.8879 -1.521 -2.350 -0.664
H -0.4866 1.9909 3.6132 0.118 -1.063 0.560
H 0.3388 -4.1346 -0.7797 -0.775 0.155 -0.532
H -0.4690 -2.5798 -0.0298 1.728 -1.146 -1.039
H 0.9107 -3.4911 0.5483 1.852 -0.590 3.582
H 1.3565 -0.8354 0.7148 0.476 -0.130 -1.939
H 2.7385 -0.6259 -0.2720 2.399 1.609 0.105
H -2.5519 0.9694 1.4404 -0.603 -0.842 -0.603
H -0.8119 -0.4739 -1.7741 -1.261 -2.713 -2.896
H 2.1783 0.8447 -2.5560 -0.727 1.263 0.016
H 0.4223 1.0295 -2.9219 1.930 -0.385 0.265
H 1.4069 -0.3919 -2.9771 -1.187 -0.570 0.380



47
Properties=species:S:1:pos:R:3:forces:R:3 method="wB97M-V/def2-TZVPD" homo_ha=-0.440 e_tot_ha=-4205.60021 total_charge=+1 orbital_gap_ev=8.213 multiplicity=1
N 8.6137 0.1999 0.7631 -0.911 0.480 1.390
C 7.5601 1.1485 1.3155 -0.717 -0.626 0.235
C 6.5752 1.7004 0.1349 -1.201 -0.794 1.109
C 5.1673 0.9288 0.3661 -0.877 2.150 0.526
C 3.9072 1.5264 1.0181 4.279 -4.890 -3.108
N 3.0269 0.3584 0.9805 2.304 -0.407 -1.479
S 1.4229 0.5133 1.6503 -0.499 -0.603 -0.745
C 3.6693 -0.7778 0.3900 0.940 0.853 0.052
Br 2.9303 -2.5846 0.1533 0.740 2.494 0.386
N 5.0192 -0.4667 -0.0200 -4.688 3.439 2.892
H 9.1847 -0.0269 1.6072 -0.274 0.087 -1.063
H 8.0839 -0.6727 0.5920 0.678 0.457 -0.013
H 8.0038 1.9922 1.9426 -0.391 -1.116 -1.214
H 6.9317 0.4996 2.0435 0.606 1.500 -0.944
H 6.9932 1.5243 -0.9122 -0.532 0.068 1.500
H 6.3320 2.8103 0.2411 0.465 -1.542 -0.086
H 3.7651 2.5759 1.4267 -0.252 -1.909 -0.629
H 0.6057 0.5237 0.5011 1.181 0.125 0.755
H 5.7418 -1.0619 -0.4551 -0.930 0.368 0.342
C -3.3232 -1.5910 -3.5707 0.076 0.036 0.003
C -2.0830 -1.5178 -4.1994 -0.063 0.126 0.209
C -1.1142 -0.6381 -3.7288 0.124 -0.035 -0.076
C -1.3972 0.1623 -2.6222 -0.544 -0.460 -0.254
C -2.6403 0.0990 -1.9929 -0.019 0.010 0.072
C -3.6040 -0.7820 -2.4727 0.188 0.083 -0.119
N -0.3718 1.0714 -2.1077 0.225 0.127 -0.237
O 0.7006 1.1146 -2.6953 -0.485 0.012 0.515
O -0.6424 1.7368 -1.1122 0.310 -0.355 -0.225
H -4.0751 -2.2832 -3.9378 0.080 0.102 0.061
H -1.8709 -2.1497 -5.0556 0.018 0.116 0.102
H -0.1523 -0.5909 -4.2276 -0.096 0.133 0.189
H -2.8704 0.7217 -1.1348 0.188 -0.004 -0.145
H -4.5749 -0.8421 -1.9886 0.359 0.093 -0.223
C -5.2079 0.9118 3.3243 0.002 -0.016 -0.029
C -4.8612 -0.4161 3.5583 -0.078 0.106 -0.236
C -5.0006 -1.3612 2.5473 0.055 -0.094 0.035
C -5.4850 -0.9635 1.3019 0.090 0.589 0.603
C -5.8411 0.3631 1.0638 -0.007 0.053 -0.100
C -5.7008 1.3007 2.0819 0.100 -0.224 0.075
N -5.6099 -1.9498 0.2265 -0.076 -0.591 -0.201
O -5.3063 -3.1068 0.4761 -0.148 0.716 -0.202
O -6.0077 -1.5580 -0.8643 -0.072 -0.271 0.669
H -5.0926 1.6478 4.1145 -0.037 -0.096 -0.096
H -4.4791 -0.7137 4.5293 -0.067 -0.013 -0.137
H -4.7270 -2.3924 2.7426 -0.104 0.104 -0.223
H -6.2235 0.6798 0.0992 0.052 -0.233 0.086
H -5.9722 2.3364 1.9063 0.008 -0.149 -0.022



80
Properties=species:S:1:pos:R:3:forces:R:3 method="wB97M-V/def2-TZVPD" homo_ha=-0.603 e_tot_ha=-5952.25917 total_charge=+3 orbital_gap_ev=6.421 multiplicity=1
Re -0.9187 0.1244 -2.0143 3.063 -1.676 1.323
N 0.4726 0.2582 -3.7015 -0.620 0.116 0.296
C 1.6572 1.1676 -3.6633 0.170 0.393 0.253
C 1.4082 2.4323 -2.8546 -0.118 -0.123 -0.198
C 0.4660 3.4658 -3.4742 -0.114 -0.194 0.201
C -0.9355 2.9714 -3.8281 0.401 0.249 -0.304
N -1.5386 2.1780 -2.7321 -0.207 -0.330 0.112
H 0.7881 -0.6490 -4.0369 -0.211 -0.095 0.070
H -0.1570 0.6076 -4.4239 0.156 -0.182 -0.240
H 1.9579 1.4202 -4.6819 -0.028 -0.133 -0.038
H 2.4710 0.6096 -3.2014 -0.022 -0.060 -0.053
H 2.3710 2.9243 -2.7091 0.023 -0.070 0.123
H 1.0481 2.1277 -1.8645 0.109 0.123 0.079
H 0.9060 3.8865 -4.3790 0.008 0.047 0.016
H 0.3715 4.2825 -2.7542 0.014 0.090 -0.090
H -0.9325 2.3777 -4.7457 -0.024 -0.062 0.070
H -1.5573 3.8407 -4.0498 -0.110 -0.113 0.066
H -2.4899 1.9105 -2.9969 -0.129 0.387 0.004
H -1.6598 2.7749 -1.9140 -0.063 -0.063 0.126
F -4.0224 -1.3995 1.6367 -0.216 0.058 -0.063
C -3.9012 -1.4585 0.3244 0.174 -0.412 0.158
F -4.7246 -2.3386 -0.1883 -0.205 0.274 -0.049
F -2.6449 -1.8614 0.0487 -0.050 0.053 0.033
S -4.1529 0.2504 -0.4428 0.270 -0.664 0.156
O -2.9370 0.4220 -1.2449 0.551 0.069 -0.498
O -5.3669 0.2852 -1.1470 -0.326 0.194 0.313
N -4.0258 1.2262 0.8179 -0.102 0.007 -0.042
S -2.5804 1.6538 1.1210 0.053 0.704 -0.107
O -1.7262 0.4149 1.3381 1.234 -0.227 0.415
O -1.9037 2.5632 0.2487 -0.021 0.317 -0.076
C -2.5452 2.4462 2.8023 0.267 -0.138 0.597
F -1.2283 2.6732 2.9898 -0.142 -0.039 -0.180
F -3.1958 3.5687 2.8413 -0.163 -0.064 -0.228
F -2.9524 1.5953 3.7118 -0.235 -0.024 -0.101
S -2.0603 -1.7132 -3.1575 0.307 0.392 -0.031
C -1.8616 -3.3127 -2.6417 0.370 -0.082 0.274
N -1.0751 -3.7053 -1.6604 0.001 -0.029 -0.149
C -1.1863 -5.1126 -1.2778 -0.070 -0.229 0.166
C -1.6878 -5.8335 -2.5203 0.064 0.071 -0.193
S -2.6980 -4.5977 -3.4190 -0.056 0.054 0.089
H -0.5632 -3.0318 -1.1081 -0.064 0.084 -0.074
H -1.8966 -5.2073 -0.4517 0.025 0.020 -0.017
H -0.2174 -5.4935 -0.9595 -0.014 0.007 -0.012
H -2.3013 -6.7011 -2.2956 -0.025 0.025 0.047
H -0.8747 -6.1297 -3.1811 -0.006 -0.018 0.019
C 0.3214 -0.6314 -0.8911 -3.723 1.329 -2.838
Ge 0.2122 0.4571 1.5329 0.562 0.653 1.210
C 1.4759 1.8911 0.9016 -0.936 -1.037 0.296
C 1.1415 3.2360 0.8415 -0.006 0.142 0.059
C 2.1720 4.1639 0.7540 0.014 0.000 -0.095
C 3.4956 3.7450 0.7107 -0.043 0.028 0.027
C 3.8063 2.3913 0.7408 0.071 -0.007 -0.026
C 2.7947 1.4484 0.8353 -0.058 0.089 0.102
C 0.3855 -0.2371 3.3791 0.017 0.801 -1.330
C -0.5018 -1.1230 3.9737 -0.078 0.056 0.144
C -0.3984 -1.3312 5.3401 0.020 -0.131 -0.069
C 0.5847 -0.6756 6.0750 0.069 0.084 -0.014
C 1.4718 0.1945 5.4559 0.137 -0.087 0.112
C 1.3924 0.4145 4.0886 -0.175 -0.062 0.083
C 1.2761 -1.2893 -0.0574 0.435 -0.363 0.193
C 0.8305 -2.0730 1.0330 -0.171 -0.060 -0.464
C 1.7073 -2.9070 1.7001 0.342 -0.173 0.287
C 3.0417 -2.9695 1.3127 -0.421 0.014 0.188
C 3.5052 -2.1642 0.2757 0.082 0.128 -0.266
C 2.6400 -1.3340 -0.4087 0.075 -0.269 -0.101
H 0.1182 3.5746 0.8687 -0.044 -0.005 0.078
H 1.9362 5.2194 0.7281 -0.004 0.005 -0.004
H 4.2898 4.4778 0.6660 0.009 0.006 -0.027
H 4.8387 2.0714 0.7127 0.030 -0.013 -0.024
H 3.0267 0.3896 0.8561 0.123 0.373 0.252
H -1.2652 -1.6351 3.4019 -0.102 0.045 0.003
H -1.0817 -2.0061 5.8370 -0.011 -0.018 -0.007
H 0.6634 -0.8521 7.1392 -0.028 0.030 0.010
H 2.2358 0.7001 6.0303 0.005 -0.027 0.046
H 2.0951 1.0820 3.6045 -0.050 0.063 0.019
H -0.2213 -2.0403 1.3024 -0.093 -0.321 -0.088
H 1.3598 -3.5202 2.5208 -0.051 0.038 0.018
H 3.7160 -3.6466 1.8188 0.028 0.010 0.012
H 4.5496 -2.2043 -0.0023 0.012 0.005 -0.058
H 2.9863 -0.7305 -1.2373 0.043 -0.033 0.008



36
Properties=species:S:1:pos:R:3:forces:R:3 method="wB97M-V/def2-TZVPD" homo_ha=-0.322 e_tot_ha=-1097.53356 orbital_gap_ev=9.628 multiplicity=1
C 5.3332 2.0743 -0.9848 -0.054 0.019 0.260
C 4.5030 1.6574 0.2229 -0.109 -0.075 -0.294
C 3.3947 0.6815 -0.1630 0.011 0.125 0.462
C 2.5443 0.2858 1.0444 0.147 0.043 -0.197
N 1.6638 -0.8297 0.7382 -0.173 -0.227 0.340
H 1.3163 -1.2184 1.6096 0.074 0.038 -0.083
C 0.5331 -0.4780 -0.1026 -0.071 -0.089 -0.177
C -0.3967 -1.6753 -0.2996 -0.148 0.362 0.266
C -1.2942 -1.9270 0.9156 0.311 -0.332 -0.308
H -1.8830 -2.8417 0.7763 0.035 0.084 0.086
O -2.1347 -0.8293 1.2130 -0.136 0.229 0.102
C -3.2278 -0.5818 0.4481 -0.286 0.167 -0.102
C -3.7087 -1.3932 -0.5756 0.298 -0.176 0.149
C -4.8542 -1.0288 -1.2631 -0.080 0.129 0.033
C -5.5384 0.1322 -0.9577 -0.066 0.008 -0.045
C -5.0537 0.9338 0.0648 0.200 -0.265 -0.042
C -3.9150 0.5926 0.7648 0.107 -0.090 0.003
H -3.5408 1.2152 1.5609 0.021 0.089 0.084
Cl -5.8883 2.3907 0.4734 -0.111 0.195 0.056
H -6.4281 0.4131 -1.4968 -0.085 0.049 -0.034
H -5.2177 -1.6666 -2.0547 -0.030 -0.053 -0.066
H -3.2088 -2.3098 -0.8446 0.085 -0.064 -0.002
H -0.6868 -2.0523 1.8161 -0.111 -0.068 -0.063
H -1.0226 -1.4905 -1.1739 -0.006 -0.087 -0.025
H 0.2054 -2.5658 -0.4820 -0.005 -0.061 -0.068
H -0.0477 0.3685 0.3054 0.086 -0.029 -0.113
H 0.9275 -0.1764 -1.0760 -0.101 0.041 0.039
H 3.2109 -0.0388 1.8482 -0.024 0.073 0.006
H 1.9864 1.1699 1.4027 0.078 -0.062 0.007
H 3.8295 -0.2243 -0.5885 -0.007 -0.054 -0.070
H 2.7650 1.1432 -0.9251 -0.010 -0.011 -0.108
H 5.1532 1.1911 0.9666 -0.018 0.020 0.089
H 4.0588 2.5441 0.6817 0.024 0.013 0.095
H 6.1195 2.7653 -0.6896 0.106 0.069 -0.067
H 5.7952 1.2049 -1.4471 0.073 -0.065 -0.095
H 4.7073 2.5641 -1.7277 -0.026 0.056 -0.117



15
Properties=species:S:1:pos:R:3:forces:R:3 method="wB97M-V/def2-TZVPD" homo_ha=-0.338 e_tot_ha=-1530.03445 orbital_gap_ev=8.063 multiplicity=1
C -1.1942 0.7283 0.7233 0.246 -1.068 -1.658
C -0.0324 -2.8308 -0.1301 -1.312 0.663 -0.947
C 1.2518 2.5113 0.1167 -2.972 -0.163 2.348
O 0.1365 -0.8750 -2.1972 -1.018 -0.338 0.217
F -1.3780 -2.6171 -0.0318 0.206 -0.276 0.540
F 0.1158 -3.7585 -1.0925 0.306 -0.368 0.321
F 0.4226 -3.3199 1.0376 -0.130 0.370 -0.598
F 1.7276 3.6174 0.7165 0.271 -1.158 1.030
F 0.2177 2.9184 -0.5383 -3.067 1.054 -0.919
F 2.0475 2.1183 -0.7497 4.327 -1.773 -2.521
P 0.7693 -1.1867 -0.9136 2.553 -0.444 -0.036
S 0.5996 0.8714 1.0811 0.293 2.086 0.619
H -1.8040 1.6252 0.7323 0.354 0.209 -0.063
H -1.5510 0.0649 1.4971 -0.025 -0.107 0.446
H -1.3288 0.1327 -0.2513 -0.033 1.313 1.223